{
  "formula": "C20H28N2O3",
  "method": "the ωB97M-V functional and the def2-TZVPD basis",
  "total_energy_ha": -1114.1259,
  "homo_lumo_gap_ev": 8.82,
  "relative_energy_kj_mol": 212.8,
  "species": ["C", "C", "O", "C", "C", "C", "C", "C", "C", "C", "C", "C", "C", "C", "O", "N", "C", "C", "C", "C", "C", "N", "O", "C", "C", "H", "H", "H", "H", "H", "H", "H", "H", "H", "H", "H", "H", "H", "H", "H", "H", "H", "H", "H", "H", "H", "H", "H", "H", "H", "H", "H", "H"],
  "positions_angstrom": [[-7.74377, -1.81659, 0.86596], [-7.52549, -1.31399, -0.55795], [-6.97505, -0.01087, -0.59570], [-5.65769, 0.18068, -0.34751], [-4.71290, -0.82079, -0.13211], [-3.39136, -0.48971, 0.08970], [-2.97433, 0.83999, 0.10670], [-1.58510, 1.16556, 0.34320], [-0.90986, 2.36216, 0.40665], [0.42977, 1.99757, 0.66811], [1.61122, 2.89129, 0.80347], [2.27901, 3.15315, -0.55491], [2.77757, 1.88021, -1.24497], [3.88147, 1.20107, -0.44227], [5.06111, 1.44516, -0.61673], [3.42904, 0.31970, 0.46653], [4.30286, -0.44427, 1.32207], [4.09989, -1.95466, 1.18551], [4.50410, -2.57976, -0.15944], [3.54409, -2.21613, -1.29109], [5.93601, -2.22155, -0.55003], [0.52968, 0.69206, 0.74854], [-0.70506, 0.16744, 0.55051], [-3.92374, 1.84236, -0.11009], [-5.23991, 1.51660, -0.33317], [-8.39080, -1.12837, 1.40388], [-6.80110, -1.89102, 1.40267], [-8.21361, -2.79584, 0.83996], [-6.90427, -2.01325, -1.13046], [-8.48794, -1.21397, -1.06731], [-4.99076, -1.86277, -0.13880], [-2.66481, -1.27053, 0.25480], [-1.29790, 3.35132, 0.28993], [1.28641, 3.84423, 1.22602], [2.33365, 2.43608, 1.48108], [1.56482, 3.65392, -1.21392], [3.12506, 3.82487, -0.39997], [3.19498, 2.15279, -2.21560], [1.95033, 1.18623, -1.39881], [2.42900, 0.18153, 0.57425], [4.11422, -0.16558, 2.36717], [5.32585, -0.16068, 1.07019], [3.04774, -2.18189, 1.37628], [4.68828, -2.43083, 1.97367], [4.45114, -3.66717, -0.01649], [2.51042, -2.37139, -0.98909], [3.74329, -2.83919, -2.16089], [3.67040, -1.17864, -1.58514], [6.01470, -1.16667, -0.79999], [6.24018, -2.79739, -1.42142], [6.62441, -2.44197, 0.26319], [-3.62425, 2.87836, -0.10228], [-5.98101, 2.28118, -0.50390]],
  "forces_ev_per_a": [[0.139, 0.253, -0.309], [-0.204, -0.426, 0.156], [0.142, 0.288, 0.011], [0.231, 0.162, 0.022], [-0.394, -0.129, -0.085], [0.188, 0.346, 0.021], [-0.317, -0.443, -0.028], [0.784, 0.958, 0.072], [-0.371, -0.758, -0.062], [-0.417, -0.399, 0.103], [0.173, 0.077, -0.130], [-0.001, -0.082, 0.045], [0.204, 0.153, -0.030], [-0.506, 0.033, -0.254], [0.413, 0.182, -0.123], [-0.126, -0.192, 0.256], [0.164, -0.203, 0.205], [0.113, 0.102, -0.166], [-0.037, 0.096, 0.039], [0.139, -0.177, 0.075], [-0.214, -0.166, 0.074], [0.903, 0.372, 0.256], [-0.880, -0.004, -0.180], [0.127, -0.234, 0.036], [-0.178, -0.135, -0.013], [-0.066, 0.029, 0.061], [0.042, -0.051, 0.076], [-0.045, -0.118, 0.025], [-0.066, 0.105, -0.009], [0.174, -0.069, 0.013], [-0.071, -0.072, 0.005], [0.028, -0.084, 0.008], [-0.140, 0.213, -0.027], [0.034, -0.074, 0.075], [-0.048, 0.080, 0.062], [0.052, 0.040, 0.005], [-0.030, 0.060, -0.048], [0.010, -0.104, 0.057], [-0.011, -0.004, -0.051], [0.087, 0.011, -0.129], [0.116, -0.004, -0.086], [-0.085, 0.006, 0.112], [-0.041, -0.074, 0.097], [-0.037, -0.025, 0.077], [-0.004, 0.082, -0.004], [-0.159, 0.016, -0.020], [-0.010, -0.048, -0.126], [-0.037, 0.068, -0.089], [0.060, 0.157, -0.026], [0.082, -0.041, -0.095], [0.155, -0.001, 0.069], [0.017, 0.136, -0.005], [-0.080, 0.094, -0.018]]
}